Record 1
Molecular formula: C3H4N2O
Method: DFT, ωB97M-V/def2-TZVPD

As for the energy relative to the best compared isomer or geometry (same formula, charge and spin): 406.2 kJ/mol. Its max |F| is 0.0615 hartree/bohr. The value obtained for the total energy is -8199.676 eV. The total charge is 0.

Element x y z (Å)
O 2.4021 -0.2946 -0.0206
N -1.5672 -0.1907 0.1533
N 0.4519 0.9231 0.0804
C -0.8457 0.9148 0.1532
C 0.1388 -1.3564 -0.2294
C 1.0589 -0.4101 -0.0880
H -2.5915 -0.0873 -0.0086
H 2.4616 0.6629 0.1957
H -0.3837 -2.2582 -0.4420
H -1.1253 1.9730 0.2132

Mulliken atomic charge list, values in e, 5 entries: -0.48, -0.50, -0.61, 0.04, -0.20

Record 2
Molecular formula: C3H4N2O
Method: DFT, ωB97M-V/def2-TZVPD

As for the energy relative to the best compared isomer or geometry (same formula, charge and spin): 138.8 kJ/mol. Its max |F| is 0.0201 hartree/bohr. The value obtained for the total energy is -8202.447 eV. The total charge is 0. As for the structure (SMILES): Oc1cnc[nH]1.

Element x y z (Å)
O -1.8112 -0.8721 -0.1552
N 0.4900 -0.7889 -0.1870
N 0.8713 1.3591 0.1401
C 1.3743 0.1518 0.2266
C -0.6934 -0.1333 -0.4269
C -0.4228 1.2007 -0.3031
H -1.0920 2.0351 -0.4687
H -1.6203 -1.0383 0.7845
H 2.3136 -0.1272 0.6801
H 0.5906 -1.7869 -0.2905

Mulliken atomic charge list, values in e, 5 entries: -0.52, -0.10, -0.56, -0.16, 0.49

Record 3
Molecular formula: C3H4N2O
Method: DFT, ωB97M-V/def2-TZVPD

As for the energy relative to the best compared isomer or geometry (same formula, charge and spin): 189.7 kJ/mol. Its max |F| is 0.0116 hartree/bohr. The value obtained for the total energy is -8201.919 eV. The total charge is 0. As for the structure (SMILES): [H]/N=C(\O)N=C=C.

Element x y z (Å)
O -0.7148 -2.0833 -1.0322
N -0.8761 -0.0670 0.0707
N 0.9712 -0.5024 -1.2817
C -0.1092 -0.9082 -0.7720
C -0.2868 0.8032 0.7121
C 0.2729 1.7497 1.4082
H 0.3155 1.6493 2.4818
H -1.5593 -2.1009 -0.5595
H 1.3312 -1.1799 -1.9477
H 0.6553 2.6395 0.9203

Mulliken atomic charge list, values in e, 5 entries: -0.49, -0.48, -0.62, 0.67, 0.68

Record 4
Molecular formula: C3H4N2O
Method: DFT, ωB97M-V/def2-TZVPD

As for the energy relative to the best compared isomer or geometry (same formula, charge and spin): 310.2 kJ/mol. Its max |F| is 0.0593 hartree/bohr. The value obtained for the total energy is -8200.670 eV. The total charge is 0. As for the structure (SMILES): Cc1cnon1.

Element x y z (Å)
O 0.1742 -2.1272 0.8964
N 0.2093 -0.8682 1.2443
N -0.0637 -2.1994 -0.6794
C 0.0471 -0.0821 0.2370
C 0.0184 1.4149 0.3076
C -0.1274 -0.9618 -0.9845
H -0.9493 1.7937 -0.0367
H 0.7948 1.8433 -0.3334
H 0.1806 1.7593 1.3301
H -0.2841 -0.5708 -1.9809

Mulliken atomic charge list, values in e, 5 entries: -0.14, -0.27, -0.37, 0.60, -1.01

Record 5
Molecular formula: C3H4N2O
Method: DFT, ωB97M-V/def2-TZVPD

As for the energy relative to the best compared isomer or geometry (same formula, charge and spin): 467.1 kJ/mol. Its max |F| is 0.0087 hartree/bohr. The value obtained for the total energy is -8199.044 eV. The total charge is 0.

Element x y z (Å)
O 2.3939 0.0304 0.0157
N 0.3339 -1.0656 -0.1357
N -0.9021 -0.9008 -0.1270
C 1.0383 0.1453 0.0216
C 0.2904 1.2515 0.1598
C -1.0585 0.9829 0.1215
H -1.4212 -1.7735 -0.2331
H 2.6042 -0.9048 -0.1079
H -1.6360 0.9917 1.0493
H -1.6428 1.2430 -0.7641

Mulliken atomic charge list, values in e, 5 entries: -0.51, -0.36, -0.13, 0.50, -0.51

Record 6
Molecular formula: C3H4N2O
Method: DFT, ωB97M-V/def2-TZVPD

As for the energy relative to the best compared isomer or geometry (same formula, charge and spin): 372.2 kJ/mol. Its max |F| is 0.0094 hartree/bohr. The value obtained for the total energy is -8200.028 eV. The total charge is 0. As for the structure (SMILES): NC1=CN1C=O.

Element x y z (Å)
O 0.5011 -1.7203 -1.0296
N -0.8685 1.1241 -0.9888
N 0.8260 -0.0889 0.5632
C -0.4111 0.5752 0.1534
C 0.9767 -1.3736 0.0296
C -0.3994 0.2549 1.4024
H -1.1663 2.0871 -0.9760
H 1.6695 -2.0082 0.6086
H -0.4003 0.8140 -1.8263
H -0.5648 0.4077 2.4537

Mulliken atomic charge list, values in e, 5 entries: -0.51, -0.42, -0.41, 0.35, 0.20

Record 7
Molecular formula: C3H4N2O
Method: DFT, ωB97M-V/def2-TZVPD

As for the energy relative to the best compared isomer or geometry (same formula, charge and spin): 222.6 kJ/mol. Its max |F| is 0.0381 hartree/bohr. The value obtained for the total energy is -8201.578 eV. The total charge is 0. As for the structure (SMILES): N#CCNC=O.

Element x y z (Å)
O 0.0891 -0.4692 1.4998
N -2.8403 -0.6598 -0.1976
N 1.0604 0.0119 -0.3839
C -1.7660 -0.2158 -0.2428
C 1.1124 -0.5198 0.8415
C -0.4925 0.5719 -0.4713
H -0.5302 0.8392 -1.5054
H -0.6046 1.4494 0.1895
H 2.0291 -0.9836 1.2321
H 1.9299 -0.0147 -0.9663

Mulliken atomic charge list, values in e, 5 entries: -0.55, -0.42, -0.23, 0.32, 0.03

Record 8
Molecular formula: C3H4N2O
Method: DFT, ωB97M-V/def2-TZVPD

As for the energy relative to the best compared isomer or geometry (same formula, charge and spin): 84.6 kJ/mol. Its max |F| is 0.0127 hartree/bohr. The value obtained for the total energy is -8203.009 eV. The total charge is 0. As for the structure (SMILES): OC1=NC=NC1.

Element x y z (Å)
O -0.3562 -1.8030 0.9425
N -1.1899 -0.0853 -0.2582
N 0.6083 1.3158 -0.5982
C -0.6394 1.0866 -0.7877
C 1.0722 0.1704 0.1772
C -0.1881 -0.6449 0.3208
H -1.3085 1.7424 -1.3344
H 1.8726 -0.3571 -0.3557
H 1.4891 0.4976 1.1373
H -1.3105 -1.9457 0.7802

Mulliken atomic charge list, values in e, 5 entries: -0.49, -0.66, -0.48, -0.09, -0.28

Record 9
Molecular formula: C3H4N2O
Method: DFT, ωB97M-V/def2-TZVPD

As for the energy relative to the best compared isomer or geometry (same formula, charge and spin): 43.0 kJ/mol. Its max |F| is 0.0043 hartree/bohr. The value obtained for the total energy is -8203.440 eV. The total charge is 0. As for the structure (SMILES): Oc1c[nH]cn1.

Element x y z (Å)
O -2.0300 -0.9790 0.0788
N 0.1694 -0.7835 0.9393
N 0.9323 0.8096 -0.3862
C -0.8055 -0.4063 0.0648
C -0.3756 0.5802 -0.7786
C 1.2048 -0.0303 0.6369
H 1.5677 1.4708 -0.8019
H 2.1683 -0.0571 1.1286
H -1.9757 -1.7157 0.7024
H -0.8557 1.1113 -1.5840

Mulliken atomic charge list, values in e, 5 entries: -0.51, -0.63, -0.02, 0.59, -0.53

Record 10
Molecular formula: C3H4N2O
Method: DFT, ωB97M-V/def2-TZVPD

As for the energy relative to the best compared isomer or geometry (same formula, charge and spin): 255.1 kJ/mol. Its max |F| is 0.0513 hartree/bohr. The value obtained for the total energy is -8201.242 eV. The total charge is 0. As for the structure (SMILES): Oc1ccn[nH]1.

Element x y z (Å)
O 0.6101 -0.9483 -1.6644
N 0.8749 1.0014 -0.3769
N 0.0788 1.6001 0.9572
C 0.3613 -0.2080 -0.5626
C -0.6538 0.5320 1.2738
C -0.5015 -0.5761 0.4399
H 1.4033 1.3505 -1.2269
H -0.0585 -1.6566 -1.6494
H -1.4021 0.4984 2.1039
H -0.7125 -1.5935 0.7055

Mulliken atomic charge list, values in e, 5 entries: -0.51, -0.19, -0.47, 0.56, -0.18

Record 11
Molecular formula: C3H4N2O
Method: DFT, ωB97M-V/def2-TZVPD

As for the energy relative to the best compared isomer or geometry (same formula, charge and spin): 255.3 kJ/mol. Its max |F| is 0.0171 hartree/bohr. The value obtained for the total energy is -8201.239 eV. The total charge is 0. As for the structure (SMILES): O=CNC1=NC1.

Element x y z (Å)
O 0.8739 0.5326 1.3799
N 0.6285 -0.7721 -0.4894
N -1.7136 -0.1783 -1.2291
C 1.3040 -0.3158 0.6387
C -1.3125 0.7897 0.0246
C -0.6178 -0.2446 -0.6238
H 1.0102 -1.4777 -1.1029
H -1.8035 0.6207 0.9809
H -0.9876 1.8184 -0.1529
H 2.2657 -0.8092 0.8137

Mulliken atomic charge list, values in e, 5 entries: -0.47, -0.07, -0.59, 0.03, -0.44

Record 12
Molecular formula: C3H4N2O
Method: DFT, ωB97M-V/def2-TZVPD

As for the energy relative to the best compared isomer or geometry (same formula, charge and spin): 125.9 kJ/mol. Its max |F| is 0.0101 hartree/bohr. The value obtained for the total energy is -8202.581 eV. The total charge is 0. As for the structure (SMILES): Oc1ccn[nH]1.

Element x y z (Å)
O -1.3953 -1.4289 0.4628
N 0.7696 1.3829 0.3523
N -0.2007 0.6066 0.9269
C -0.4655 -0.4964 0.1670
C 0.3848 -0.4782 -0.9045
C 1.1184 0.7238 -0.7283
H -1.6526 -1.3972 1.3926
H 0.4831 -1.2280 -1.6736
H -0.9063 1.1627 1.3896
H 1.8645 1.1526 -1.3848

Mulliken atomic charge list, values in e, 5 entries: -0.50, -0.71, 0.12, 0.44, -0.43

Record 13
Molecular formula: C3H4N2O
Method: DFT, ωB97M-V/def2-TZVPD

As for the energy relative to the best compared isomer or geometry (same formula, charge and spin): 451.6 kJ/mol. Its max |F| is 0.0482 hartree/bohr. The value obtained for the total energy is -8199.204 eV. The total charge is 0.

Element x y z (Å)
O -2.2082 0.1561 0.5471
N 1.3687 0.3415 0.9295
N -0.0301 0.9375 0.7722
C -0.1797 -0.8544 -0.5249
C -1.0293 0.0529 0.3563
C 1.0876 0.0025 -0.3118
H -0.5630 -0.8575 -1.5471
H 1.7642 0.2032 -1.1516
H -0.1389 1.8924 1.0895
H -0.0712 -1.8742 -0.1591

Mulliken atomic charge list, values in e, 5 entries: -0.55, -0.57, -0.03, -0.38, 0.34

Record 14
Molecular formula: C3H4N2O
Method: DFT, ωB97M-V/def2-TZVPD

As for the energy relative to the best compared isomer or geometry (same formula, charge and spin): 559.8 kJ/mol. Its max |F| is 0.0158 hartree/bohr. The value obtained for the total energy is -8198.083 eV. The total charge is 0.

Element x y z (Å)
O 0.4804 0.7120 1.1881
N -1.6655 -0.7453 -1.0237
N 0.7479 -0.6449 -0.5474
C -0.7716 0.9264 0.3146
C -0.6289 -0.1760 -0.6440
C 1.1737 -0.2109 0.6225
H -2.0014 0.2763 0.0477
H -0.6683 1.9620 -0.0215
H 1.0463 -1.5066 -0.9865
H 2.0343 -0.6224 1.1419

Mulliken atomic charge list, values in e, 5 entries: -0.30, -0.76, -0.10, -0.38, 0.33

Record 15
Molecular formula: C3H4N2O
Method: DFT, ωB97M-V/def2-TZVPD

As for the energy relative to the best compared isomer or geometry (same formula, charge and spin): 390.3 kJ/mol. Its max |F| is 0.0100 hartree/bohr. The value obtained for the total energy is -8199.840 eV. The total charge is 0.

Element x y z (Å)
O 0.7068 0.5862 1.2523
N 0.6696 -0.7268 -0.5697
N -1.6824 -0.4683 -1.4271
C -0.7208 -0.2337 -0.7037
C -0.9637 0.8218 0.2472
C 1.2467 -0.2979 0.5447
H -0.7939 1.8513 -0.0618
H -1.7168 0.6689 1.0137
H 1.0496 -1.4627 -1.1469
H 2.2049 -0.7387 0.8514

Mulliken atomic charge list, values in e, 5 entries: -0.53, -0.06, -0.67, 0.26, -0.07

Record 16
Molecular formula: C3H4N2O
Method: DFT, ωB97M-V/def2-TZVPD

As for the energy relative to the best compared isomer or geometry (same formula, charge and spin): 450.7 kJ/mol. Its max |F| is 0.0346 hartree/bohr. The value obtained for the total energy is -8199.215 eV. The total charge is 0.

Element x y z (Å)
O 2.0915 0.2040 -0.3164
N -0.4401 1.2472 -0.4982
N -0.9743 -0.5674 0.8308
C 0.1253 -1.2317 0.3280
C -1.2951 0.5506 0.2079
C 0.9098 -0.3257 -0.2476
H -0.9133 1.9195 -1.1349
H -2.3530 0.7977 0.2681
H 2.7407 -0.2562 0.2397
H 0.1084 -2.3378 0.3227

Mulliken atomic charge list, values in e, 5 entries: -0.43, -0.50, -0.56, -0.46, 0.07

Record 17
Molecular formula: C3H4N2O
Method: DFT, ωB97M-V/def2-TZVPD

As for the energy relative to the best compared isomer or geometry (same formula, charge and spin): 474.2 kJ/mol. Its max |F| is 0.0232 hartree/bohr. The value obtained for the total energy is -8198.970 eV. The total charge is 0. As for the structure (SMILES): [H]/N=C/N1C=C1O.

Element x y z (Å)
O 1.4857 1.2011 -0.7332
N -0.1078 -0.9369 -0.3557
N 0.2192 0.0481 1.6392
C 0.4124 0.4145 -0.7687
C -0.4081 -0.8567 1.0128
C -0.7020 0.0645 -1.2753
H 0.0864 -0.0225 2.6348
H 1.4067 1.8143 -1.4847
H -1.0382 -1.6470 1.4391
H -1.3541 -0.0793 -2.1082

Mulliken atomic charge list, values in e, 5 entries: -0.44, -0.44, -0.53, 0.42, 0.03

Record 18
Molecular formula: C3H4N2O
Method: DFT, ωB97M-V/def2-TZVPD

As for the energy relative to the best compared isomer or geometry (same formula, charge and spin): 543.2 kJ/mol. Its max |F| is 0.0780 hartree/bohr. The value obtained for the total energy is -8198.255 eV. The total charge is 0.

Element x y z (Å)
O -0.5720 2.3738 0.1537
N 0.5212 0.5240 1.1708
N -0.9974 0.3257 -0.5628
C 0.5531 -1.2750 0.1852
C -0.1357 -1.2865 -0.9095
C -0.2478 1.1997 0.3254
H 1.0992 -1.6492 1.0002
H -0.9896 0.7324 -1.4863
H 1.0361 1.1049 1.8648
H -0.2671 -2.0499 -1.7415

Mulliken atomic charge list, values in e, 5 entries: -0.61, -0.44, -0.37, 0.03, -0.35

Record 19
Molecular formula: C3H4N2O2
Method: DFT, ωB97M-V/def2-TZVPD

As for the energy relative to the best compared isomer or geometry (same formula, charge and spin): 422.8 kJ/mol. Its max |F| is 0.0720 hartree/bohr. The value obtained for the total energy is -10247.883 eV. The total charge is 0. As for the structure (SMILES): CONC(=O)C#N.

Element x y z (Å)
O 0.4224 -0.9197 -0.1799
O 0.6979 2.4077 -0.8768
N -2.1177 0.8074 -1.7569
N 1.1329 0.2555 -0.2449
C -0.2705 -1.2188 1.0655
C -1.0863 0.9504 -1.2236
C 0.3361 1.2829 -0.7053
H 0.4518 -1.1344 1.8658
H 2.1244 0.2435 -0.2906
H -0.5958 -2.2234 0.9460
H -1.0953 -0.4512 1.4009

Mulliken atomic charge list, values in e, 5 entries: -0.28, -0.50, -0.38, -0.08, -0.49

Record 20
Molecular formula: C3H4N2O2
Method: DFT, ωB97M-V/def2-TZVPD

As for the energy relative to the best compared isomer or geometry (same formula, charge and spin): 617.7 kJ/mol. Its max |F| is 0.1353 hartree/bohr. The value obtained for the total energy is -10245.863 eV. The total charge is 0. As for the structure (SMILES): [H]/N=c1/ccon1O.

Element x y z (Å)
O -0.4396 -1.3580 -0.4705
O 1.2199 -0.2134 -1.5103
N 0.3397 2.1271 0.2051
N -0.0229 0.0181 -0.9458
C -0.0036 0.9593 0.2263
C -0.5611 0.0644 1.2915
C -0.7739 -1.1838 0.7647
H -1.1000 -2.0690 1.3550
H 1.0608 -0.7233 -2.4546
H -0.6339 0.3645 2.2194
H 0.9146 2.0141 -0.6808

Mulliken atomic charge list, values in e, 5 entries: -0.27, -0.43, -0.59, 0.10, 0.44